Entry from OMol25: a molecular structure, C21H59AsF6N7O6 at a distorted geometry (ωB97M-V with the def2-TZVPD basis set).

Values from the calculation:
LUMO level ... 2.13 eV
Charge ... -1
Highest occupied orbital energy ... -7.1 eV

Geometry (Å):
As -2.634 1.761 -1.309
F -3.709 3.018 -2.036
F -1.256 2.206 -2.419
F -1.490 0.562 -0.531
F -3.909 1.351 -0.138
F -3.232 0.555 -2.460
F -2.062 3.034 -0.241
C -5.265 -0.444 -8.257
O -5.790 -1.193 -9.046
N -5.942 0.287 -7.344
N -4.055 -0.111 -8.306
H -5.340 0.759 -6.685
H -6.948 0.329 -7.426
H -3.387 -0.399 -9.006
H -3.626 -0.054 -7.393
C -3.379 -4.743 3.903
C -3.042 -4.837 5.368
C -4.181 -5.292 6.253
O -4.106 -4.835 7.560
C -5.297 -4.910 8.332
N -2.048 -5.926 5.388
H -3.636 -5.730 3.518
H -2.630 -4.227 3.302
H -4.193 -4.040 3.722
H -2.490 -3.965 5.718
H -4.236 -6.348 6.518
H -5.109 -4.923 5.817
H -6.066 -4.331 7.821
H -5.264 -4.531 9.354
H -5.722 -5.899 8.503
H -1.660 -6.086 6.306
H -1.233 -5.510 4.961
C 3.857 -6.189 0.181
C 3.252 -6.443 1.539
C 3.790 -7.705 2.259
O 3.614 -8.959 1.538
C 3.801 -10.145 2.429
N 3.290 -5.231 2.314
H 3.767 -5.145 -0.119
H 3.312 -6.883 -0.458
H 4.925 -6.392 0.103
H 2.221 -6.788 1.468
H 3.268 -7.707 3.215
H 4.825 -7.520 2.545
H 3.522 -11.062 1.910
H 3.081 -10.049 3.242
H 4.763 -10.112 2.940
H 3.217 -4.519 1.601
H 4.244 -5.128 2.627
C 4.835 2.468 1.876
C 5.316 2.635 0.430
C 6.788 2.795 0.296
O 7.346 3.882 0.999
C 8.571 4.320 0.357
N 4.798 1.581 -0.446
H 3.779 2.266 1.696
H 4.727 3.387 2.451
H 5.187 1.700 2.564
H 4.898 3.572 0.064
H 7.042 2.839 -0.763
H 7.189 1.850 0.664
H 9.062 4.937 1.110
H 8.432 4.952 -0.520
H 9.191 3.473 0.061
H 5.046 1.825 -1.394
H 3.800 1.493 -0.319
C -5.512 1.958 5.423
C -5.367 3.468 5.747
C -3.870 3.811 6.130
O -3.810 5.208 6.022
C -2.728 5.950 6.515
N -5.488 4.093 4.428
H -6.288 1.501 4.810
H -5.771 1.443 6.348
H -4.541 1.660 5.026
H -6.076 3.952 6.419
H -3.044 3.502 5.489
H -3.628 3.508 7.149
H -2.655 5.794 7.592
H -2.865 7.025 6.404
H -1.726 5.710 6.158
H -5.064 5.010 4.425
H -4.872 3.522 3.867
C -0.039 4.727 -8.864
C 1.492 4.247 -8.821
C 2.378 5.000 -9.930
O 1.893 4.638 -11.247
C 2.472 5.293 -12.285
N 1.996 4.729 -7.539
H -0.503 4.513 -9.826
H -0.144 5.812 -8.844
H -0.639 4.193 -8.127
H 1.550 3.171 -8.989
H 3.403 4.628 -9.924
H 2.416 6.065 -9.701
H 2.012 4.992 -13.227
H 3.534 5.083 -12.413
H 2.452 6.365 -12.089
H 1.486 4.198 -6.848
H 1.729 5.702 -7.484

Entry from OMol25: C5H12N2O in the gas phase at a distorted geometry (ωB97M-V with the def2-TZVPD basis set).

Values from the calculation:
LUMO level ... 1.04 eV
SMILES string ... C[C@H](C=O)NCCN
Highest occupied orbital energy ... -8.7 eV
Relative energy (zero: lowest compared OMol25 entry of this formula, charge and spin) ... 49.1 kcal per mole

Geometry (Å):
C 1.512 0.187 -2.249
C 0.425 0.644 -1.259
C 0.839 1.955 -0.593
O 1.964 2.165 -0.226
N 0.115 -0.361 -0.253
C -1.233 -0.268 0.342
C -1.329 -1.218 1.512
N -0.647 -0.712 2.680
H 1.513 -0.907 -2.273
H 1.206 0.406 -3.265
H 2.502 0.478 -1.914
H -0.498 0.788 -1.832
H 0.041 2.702 -0.396
H 0.840 -0.488 0.449
H -1.917 -0.562 -0.456
H -1.473 0.750 0.663
H -0.994 -2.219 1.190
H -2.369 -1.477 1.748
H 0.356 -0.645 2.604
H -0.855 -1.218 3.528

Entry from OMol25: a molecular structure, C49H64Cl2CrN3O5 (ωB97M-V with the def2-TZVPD basis set).

Values from the calculation:
LUMO level (alpha / beta) ... 0.18 / 0.18 eV
Multiplicity ... 4
Highest occupied orbital energy (alpha / beta) ... -7.4 / -7.5 eV

Geometry (Å):
Cr 0.647 -1.093 -0.154
C 3.146 -3.001 -0.407
N 1.691 -3.008 -0.655
C 1.492 -3.394 -2.067
C 1.055 -4.003 0.278
C 0.454 -3.366 2.597
N -0.769 -2.377 0.736
C -1.669 -3.018 -0.275
C -2.389 -2.028 -1.143
C -3.778 -2.028 -1.234
C -4.430 -1.178 -2.112
C -3.632 -0.333 -2.891
C -2.246 -0.284 -2.822
C -1.622 -1.153 -1.908
O -0.291 -1.181 -1.779
C -1.417 0.663 -3.695
C -0.652 1.656 -2.811
C -0.425 -0.139 -4.552
C -2.291 1.478 -4.653
C -5.950 -1.120 -2.254
C -6.646 -2.109 -1.322
C -6.347 -1.456 -3.698
C -6.445 0.293 -1.916
C -1.642 -1.689 1.724
C -1.067 -0.542 2.503
C -1.265 -0.485 3.873
C -0.956 0.659 4.599
C -0.497 1.754 3.871
C -0.290 1.741 2.491
C -0.531 0.542 1.806
O -0.293 0.419 0.491
C 0.171 2.988 1.732
C 1.528 2.713 1.067
C -0.872 3.346 0.665
C 0.335 4.203 2.648
C -1.172 0.690 6.111
C -0.666 1.990 6.737
C -0.421 -0.477 6.766
C -2.671 0.554 6.415
H 3.567 -3.982 -0.649
H 3.336 -2.789 0.643
H 3.617 -2.247 -1.033
H 1.928 -4.383 -2.248
H 1.986 -2.662 -2.703
H 0.438 -3.390 -2.319
H 1.831 -4.561 0.800
H 0.493 -4.724 -0.315
H 1.656 -3.888 3.984
H -0.092 -2.782 3.324
H -2.380 -3.649 0.269
H -1.061 -3.666 -0.897
H -4.334 -2.716 -0.609
H -4.131 0.330 -3.584
H -0.010 1.157 -2.087
H -1.351 2.291 -2.262
H -0.029 2.302 -3.436
H 0.286 -0.684 -3.935
H 0.131 0.541 -5.202
H -0.957 -0.854 -5.186
H -2.999 2.115 -4.119
H -2.850 0.842 -5.343
H -1.647 2.129 -5.247
H -6.357 -3.140 -1.537
H -7.727 -2.033 -1.452
H -6.423 -1.901 -0.273
H -6.009 -2.459 -3.969
H -5.910 -0.753 -4.409
H -7.433 -1.418 -3.813
H -6.164 0.569 -0.898
H -7.534 0.342 -1.998
H -6.024 1.039 -2.591
H -2.045 -2.452 2.400
H -2.472 -1.301 1.132
H -1.694 -1.351 4.371
H -0.288 2.669 4.403
H 1.437 2.000 0.251
H 2.233 2.314 1.802
H 1.954 3.640 0.672
H -1.066 2.502 0.008
H -0.511 4.181 0.057
H -1.812 3.650 1.134
H 1.116 4.051 3.398
H -0.594 4.460 3.163
H 0.625 5.062 2.040
H 0.391 2.157 6.518
H -0.782 1.943 7.821
H -1.227 2.857 6.382
H 0.646 -0.422 6.544
H -0.791 -1.442 6.415
H -0.547 -0.449 7.851
H -3.234 1.359 5.940
H -2.850 0.597 7.492
H -3.066 -0.394 6.045
Cl 2.789 2.476 -2.574
C 3.606 1.234 -3.465
C 3.220 1.055 -4.786
C 3.712 0.002 -5.533
C 4.595 -0.889 -4.939
C 4.998 -0.681 -3.637
Cl 6.085 -1.844 -2.916
C 4.554 0.399 -2.855
N 5.001 0.501 -1.556
C 5.053 1.603 -0.689
C 5.540 2.830 -1.123
C 5.653 3.890 -0.240
C 5.318 3.724 1.097
C 4.853 2.492 1.530
C 4.691 1.427 0.651
C 4.151 0.111 1.167
C 2.775 -0.273 0.688
O 1.966 -0.879 1.453
O 2.431 -0.092 -0.515
H 2.493 1.740 -5.201
H 3.395 -0.139 -6.556
H 4.981 -1.742 -5.480
H 5.238 -0.385 -1.140
H 5.832 2.945 -2.159
H 6.021 4.843 -0.597
H 5.420 4.543 1.795
H 4.584 2.353 2.571
H 4.134 0.100 2.256
H 4.805 -0.716 0.862
O 1.457 -4.155 3.082
C 0.196 -3.312 1.295